Entry 1:
ORCA calculation (wB97M-V/def2-TZVPD) on a structure of composition C32H30N4O5PdSi.

For the relative energy (zero: lowest compared OMol25 entry of this formula, charge and spin), the calculation gives 2.3 kcal per mole. The value obtained for the highest occupied orbital energy (alpha / beta) is -14.4190 / -14.4462 eV. Its molar mass is 685.12 u. Its expectation value of S² is 6.02. Its energy is -2249.36261 Eh.

```
! wB97M-V def2-TZVPD RIJCOSX def2/J DEFGRID3
* xyz 2 5
Pd -1.55590 -1.27943 -0.52624
O -1.42930 5.27147 2.34489
N -1.95912 4.46714 3.08061
O -2.39785 4.69768 4.17896
C -2.02959 3.05769 2.60700
C -2.28773 2.13250 3.55347
C -2.30666 0.73908 3.22760
C -2.57568 -0.27419 4.16636
C -2.57142 -1.58701 3.76449
C -2.28885 -1.88843 2.42769
N -2.01846 -0.94405 1.54450
C -2.03228 0.35822 1.91399
C -1.78075 1.35550 0.90836
N -1.57904 0.90798 -0.35145
C -1.47317 1.75100 -1.35313
C -1.51524 3.13161 -1.13873
C -1.66539 3.61944 0.13261
C -1.80216 2.72211 1.21836
H -2.46724 2.45474 4.56998
H -2.78907 -0.00980 5.19385
H -2.78733 -2.38928 4.45460
H -2.29097 -2.90876 2.06315
H -1.35580 1.33562 -2.34423
H -1.43855 3.80044 -1.98284
H -1.69726 4.68235 0.30586
C 3.93296 -0.33060 1.44896
C 2.51641 -0.82278 1.44052
C 1.47877 0.08748 2.04501
C 2.33516 -2.27643 1.77315
Si 1.88443 -0.77328 -0.71116
O 0.40640 -1.41786 -0.67807
C 1.89291 0.96560 -1.34746
C 1.46487 1.03149 -2.68193
C 1.46060 2.23339 -3.37169
C 1.88363 3.39366 -2.73918
C 2.32368 3.34551 -1.42455
C 2.33636 2.13966 -0.73821
C 3.15643 -1.88525 -1.40753
C 2.95326 -3.26702 -1.50858
C 3.91164 -4.06979 -2.09973
C 5.08506 -3.50279 -2.58464
C 5.30008 -2.13482 -2.49034
C 4.34194 -1.32673 -1.90186
H 4.21030 -0.19595 2.50282
H 4.06440 0.63809 0.96675
H 4.61961 -1.04808 1.00574
H 1.67185 0.09321 3.12662
H 0.46936 -0.29688 1.89695
H 1.53478 1.11697 1.70377
H 2.60342 -2.38416 2.83270
H 3.00254 -2.92130 1.20719
H 1.30564 -2.61247 1.65323
H 1.14716 0.13153 -3.19977
H 1.14364 2.26164 -4.40572
H 1.88727 4.33252 -3.27657
H 2.67329 4.24549 -0.93733
H 2.71200 2.13613 0.27540
H 2.03648 -3.71054 -1.13962
H 3.74859 -5.13494 -2.18959
H 5.83534 -4.13276 -3.04349
H 6.21132 -1.70135 -2.87879
H 4.51080 -0.25751 -1.83971
O -4.37780 0.90978 -2.38061
C -4.48947 -0.23739 -2.06991
C -5.68061 -1.18007 -2.25524
C -5.30547 -2.48407 -1.53190
C -3.90404 -2.18935 -1.10935
O -3.06648 -2.89590 -0.45935
N -3.47348 -0.99328 -1.43896
H -5.82665 -1.32206 -3.32614
H -6.57659 -0.70241 -1.86240
H -5.34113 -3.37405 -2.15899
H -5.91583 -2.68392 -0.65015
*
```

---

Entry 2:
ORCA calculation (wB97M-V/def2-TZVPD) on a structure of composition C32H30N4PPbSi.

For the relative energy (zero: lowest compared OMol25 entry of this formula, charge and spin), the calculation gives 0.0 kcal per mole. The value obtained for the highest occupied orbital energy is -10.2395 eV. Its molar mass is 736.88 u. Its energy is -2279.97774 Eh.

```
! wB97M-V def2-TZVPD RIJCOSX def2/J DEFGRID3
* xyz 1 1
Pb -0.34924 -0.07260 -0.70857
N 1.29509 3.01074 -0.78769
P -0.33383 2.70188 -0.38794
C -1.25525 3.67891 -1.59160
C -1.83451 3.03642 -2.68149
C -2.50167 3.77255 -3.65095
C -2.58615 5.15080 -3.53269
C -2.00958 5.79900 -2.44708
C -1.34958 5.06710 -1.47503
C -0.59636 3.54885 1.18231
C 0.45772 3.75006 2.06760
C 0.22555 4.35029 3.29801
C -1.05782 4.73883 3.64630
C -2.11612 4.51916 2.77361
C -1.89108 3.92217 1.54676
C 2.32445 2.09145 -0.77499
C 3.65401 2.52988 -0.87167
C 4.65944 1.59516 -0.84174
C 4.34489 0.24076 -0.71490
C 3.01919 -0.10120 -0.63634
N 2.02081 0.79806 -0.67186
H 1.57842 3.97431 -0.90192
H -1.76361 1.95948 -2.78131
H -2.95468 3.26933 -4.49423
H -3.10668 5.72491 -4.28767
H -2.08111 6.87436 -2.35580
H -0.92326 5.57552 -0.61860
H 1.46204 3.44390 1.80188
H 1.04828 4.51517 3.98066
H -1.23726 5.21048 4.60354
H -3.11965 4.81263 3.05100
H -2.72151 3.75655 0.87096
H 3.87109 3.58536 -0.96183
H 5.69092 1.91341 -0.91353
H 5.10968 -0.52026 -0.68381
H 2.71778 -1.13890 -0.54776
N -2.17992 -3.36317 0.40832
C -3.23581 -4.17146 0.21702
C -4.06486 -3.54278 -0.68390
C -3.41044 -2.33660 -0.97111
N -2.27007 -2.22785 -0.30104
H -1.43810 -3.47130 1.08407
H -3.31451 -5.11941 0.72128
H -4.99665 -3.90446 -1.07888
H -3.71352 -1.55303 -1.64774
C -4.04395 1.55028 3.82768
C -2.84879 1.67447 4.52077
C -1.67078 1.19358 3.96939
C -1.66823 0.57588 2.71660
C -2.88262 0.45708 2.03451
C -4.06392 0.94105 2.58195
Si -0.10063 -0.10837 1.97671
C 0.21947 -1.84196 2.60351
C -0.79965 -2.59654 3.19066
C -0.57079 -3.90351 3.60638
C 0.68173 -4.47574 3.43863
C 1.70924 -3.73724 2.86698
C 1.47813 -2.43241 2.45821
H -4.96266 1.92372 4.26199
H -2.83456 2.14747 5.49467
H -0.74455 1.30167 4.52214
H -2.92171 -0.05488 1.07718
H -4.99708 0.83178 2.04410
H 1.06857 0.72770 2.38296
H -1.78293 -2.15938 3.32925
H -1.36738 -4.47050 4.07130
H 0.86208 -5.49100 3.76692
H 2.69194 -4.17559 2.75053
H 2.29793 -1.85912 2.03480
*
```

---

Entry 3:
ORCA calculation (wB97M-V/def2-TZVPD) on the ion C32H30NO with charge +1 in a non-equilibrium geometry.

For the relative energy (zero: lowest compared OMol25 entry of this formula, charge and spin), the calculation gives 0.0 kcal per mole. The structure (SMILES) is c1ccc(Oc2ccc([C@@H](c3ccccc3)[C@H]3Cc4ccccc4C3=[N+]3CCCC3)cc2)cc1. The value obtained for the highest occupied orbital energy is -11.1187 eV. Its molar mass is 444.60 u. Its energy is -1367.15443 Eh.

```
! wB97M-V def2-TZVPD RIJCOSX def2/J DEFGRID3
* xyz 1 1
C -2.34281 5.59943 0.15448
C -2.30365 4.56226 -0.78409
C -2.12334 3.24368 -0.36967
C -1.94748 2.99439 0.99382
O -1.56081 1.70477 1.40160
C -0.17977 1.48187 1.38094
C 0.65332 2.10613 2.31321
C 2.02780 1.96775 2.16996
C 2.60722 1.28850 1.09523
C 4.14727 1.17898 0.98388
C 4.62396 0.49243 -0.34229
C 5.78112 -0.29775 -0.30850
C 6.17314 -1.01512 -1.44883
C 5.44727 -0.90609 -2.64221
C 4.37409 -0.01649 -2.71279
C 4.01298 0.73411 -1.58812
C 1.74014 0.57122 0.26100
C 0.36235 0.69315 0.36464
C -2.02950 4.00594 1.95333
C -2.21393 5.31518 1.51580
H -2.45774 6.63031 -0.18003
H -2.39902 4.77236 -1.85025
H -2.08269 2.41261 -1.07568
H 0.23397 2.70848 3.11287
H 2.66366 2.40440 2.93192
H 4.46942 0.51633 1.80554
H 6.37413 -0.33658 0.60952
H 7.04600 -1.66063 -1.39045
H 5.70044 -1.52939 -3.49976
H 3.80384 0.10847 -3.63752
H 3.22382 1.48760 -1.69884
H 2.12773 -0.08852 -0.51563
H -0.30057 0.21018 -0.35780
H -1.92068 3.75448 3.00689
H -2.24460 6.11872 2.25321
C 5.57091 2.92688 5.98854
C 6.63201 2.01066 5.35448
C 6.36921 1.97386 3.84196
N 5.26517 2.92544 3.62380
C 4.78433 3.26625 2.43405
C 4.93250 2.42575 1.14840
C 4.60056 3.43220 0.01103
C 4.02990 4.62432 0.68381
C 4.19225 4.53597 2.09082
C 3.81135 5.63227 2.87994
C 3.27872 6.76318 2.27084
C 3.07037 6.80824 0.88338
C 3.44212 5.72391 0.07979
C 4.97720 3.70953 4.82093
H 4.77818 2.35227 6.48154
H 5.99325 3.61668 6.72234
H 7.62337 2.43328 5.54085
H 6.60401 1.01013 5.78894
H 7.26478 2.32056 3.29838
H 6.13046 0.96427 3.47303
H 6.00244 2.13747 1.09118
H 5.53840 3.66683 -0.51582
H 3.91944 3.06552 -0.75657
H 3.90567 5.60700 3.96038
H 2.99971 7.61030 2.90143
H 2.60178 7.68327 0.44282
H 3.29451 5.72486 -0.99579
H 3.89757 3.88010 4.96178
H 5.49841 4.68056 4.75000
*
```